No. 1
Below is a cluster of 3 separate species, C21H32F4IN2O12P2S in total, with properties calculated with ωB97M-V with the def2-TZVPD basis set.

spin multiplicity	1
net charge	+1
total energy	-3609.2009	hartree

Structure (XYZ):
```
75
Properties=species:S:1:pos:R:3:forces:R:3:mulliken_charge:R:1
C 3.32492 4.38240 1.66284 -7.60 -0.81 -0.44 -0.668
C 2.07629 4.06424 1.34166 5.60 1.53 1.65 -0.617
C 0.52874 3.61740 1.07137 2.39 1.98 1.45 1.674
F -0.22306 4.58590 1.89494 1.17 -2.35 -1.72 -0.383
O 0.31628 2.34357 1.65708 -0.23 0.73 -1.90 -0.261
C 0.25649 1.19469 0.79165 -1.83 -1.58 0.55 0.097
P 1.87866 0.17190 0.88684 2.72 -2.53 1.66 0.462
O 1.69865 -1.41864 0.20821 -0.44 2.85 2.19 -0.270
O 2.06673 -0.14195 2.59930 -2.45 0.38 -2.93 -0.524
S 3.48800 1.08772 0.36473 -0.99 -0.23 -0.21 -0.328
C -0.37916 1.37768 -0.67482 -0.13 -3.00 -0.11 -1.538
I 0.99032 0.77696 -2.33471 -0.27 0.71 0.32 0.338
C -1.57015 0.24643 -0.86052 -1.10 0.90 -0.67 -0.716
O -0.95936 -1.03220 -1.22524 -2.70 -1.20 1.62 -0.104
C -1.73490 -2.14590 -0.77223 1.46 -1.62 -1.17 0.739
F -1.24030 -2.51413 0.52357 -2.25 0.92 -3.21 -0.204
F -3.15256 -1.96906 -0.84365 4.02 -0.34 0.80 -0.223
F -1.42359 -3.25158 -1.66847 -1.07 3.33 2.90 -0.240
N -0.83556 2.76600 -1.02658 2.00 1.19 0.21 0.502
P -2.50654 3.21662 -0.78887 -4.13 -0.32 -0.94 -0.084
C -3.54102 2.53883 0.56400 -1.31 -1.29 2.10 -0.561
C -2.89707 2.19567 2.00149 -1.02 -0.40 0.90 -0.712
C -3.12277 4.72744 -1.71379 0.17 1.76 -1.37 -0.300
C -4.61527 5.22354 -1.29737 -0.04 0.70 -0.32 -1.188
C 0.06243 3.87167 -0.43840 1.33 2.53 -0.46 -0.184
C 1.27983 4.28334 -1.46050 -0.14 -0.97 -1.20 -0.747
O 1.64824 5.71255 -1.31283 -2.14 -2.65 0.54 -0.136
N 2.90025 5.75568 -1.90965 2.96 1.74 3.04 0.111
O 3.63386 6.23626 -1.08626 -0.94 -0.80 -2.91 -0.239
H 4.15167 4.90121 2.29495 -1.67 -1.38 -1.80 0.347
H -0.49323 0.47660 1.34461 1.21 1.41 -0.97 0.402
H 1.82861 -2.09353 0.94437 0.11 0.68 -0.64 0.330
H 1.15828 -0.36945 2.92191 0.97 0.06 0.11 0.317
H -2.28306 0.52270 -1.73778 1.37 -0.12 1.56 0.345
H -2.21216 0.14674 0.08741 1.17 0.21 -1.30 0.331
H -0.65519 2.85706 -2.06283 -0.37 -0.28 0.92 0.723
H -4.06933 1.55762 0.20575 1.01 1.82 0.46 0.358
H -4.43005 3.26914 0.77712 1.91 -0.91 -0.83 0.513
H -2.50343 1.09608 2.03029 -0.41 2.16 -0.06 0.137
H -3.78670 2.19488 2.76166 1.60 -0.07 -1.39 0.410
H -2.14780 2.96039 2.41149 -0.98 -1.27 -0.91 0.177
H -2.40747 5.64956 -1.64330 -1.22 -1.64 0.07 0.351
H -3.18167 4.46291 -2.84633 0.22 0.31 2.04 0.384
H -4.86906 6.09009 -2.03925 0.57 -1.62 1.29 0.364
H -5.42821 4.42113 -1.46514 1.48 1.19 0.51 0.322
H -4.66255 5.70676 -0.24283 0.13 -1.17 -1.75 0.335
H -0.62309 4.81797 -0.44811 1.38 -1.76 0.38 0.447
H 2.20140 3.58106 -1.35108 -1.56 1.33 0.21 0.350
H 0.95913 4.18258 -2.58062 0.08 -0.15 1.95 0.330
C 1.48284 -4.10365 6.67684 -0.30 -0.43 -0.16 -1.450
C 2.53658 -3.94881 5.59963 -0.42 -0.29 1.30 0.502
C 3.15785 -2.58622 5.56212 0.44 0.36 0.43 -0.485
O 3.52967 -2.45512 4.19502 -0.59 -0.55 -0.89 -0.253
C 2.67970 -3.24723 3.48089 0.14 0.05 -0.33 0.700
O 2.58218 -3.23293 2.27970 -0.16 0.09 0.85 -0.673
O 1.95730 -4.05828 4.30388 0.49 0.61 -1.06 -0.301
H 1.87296 -3.82714 7.65905 0.05 -0.02 -0.12 0.373
H 0.60175 -3.49497 6.45777 0.18 0.12 0.00 0.351
H 1.14103 -5.14147 6.72146 0.09 0.12 0.07 0.358
H 3.29736 -4.73073 5.70069 0.00 0.11 -0.08 0.256
H 4.03449 -2.51057 6.20522 0.01 0.06 -0.19 0.340
H 2.46183 -1.77776 5.80962 -0.06 -0.15 0.04 0.272
C 0.74765 -4.55294 -3.66644 0.51 0.07 0.04 -1.317
C 0.54377 -4.85535 -5.13686 0.07 0.55 1.06 0.563
C -0.77815 -5.49482 -5.43827 -0.66 0.09 -0.09 -0.460
O -0.49288 -6.26013 -6.60210 0.63 -0.16 -0.01 -0.335
C 0.84039 -6.55883 -6.55746 0.68 -1.00 -0.96 0.620
O 1.38433 -7.34928 -7.27836 -0.67 0.95 0.87 -0.523
O 1.47052 -5.83655 -5.58471 -0.34 -0.38 -0.60 -0.352
H -0.07322 -3.95639 -3.26445 0.10 -0.08 -0.18 0.272
H 0.84029 -5.47255 -3.08307 -0.17 0.01 -0.13 0.371
H 1.67941 -3.99811 -3.52290 -0.12 -0.01 0.01 0.350
H 0.69222 -3.94782 -5.73329 -0.08 -0.08 -0.05 0.221
H -1.55768 -4.76145 -5.64571 0.01 -0.12 -0.13 0.313
H -1.12666 -6.17544 -4.65432 0.14 0.12 0.08 0.317
```
Forces are in eV/Å.

No. 2
Below is a structure of composition C5H11N, with properties calculated with ωB97M-V with the def2-TZVPD basis set.

⟨S²⟩	0.7790
spin multiplicity	2
net charge	-1
total energy	-251.6575	hartree

Structure (XYZ):
```
17
Properties=species:S:1:pos:R:3:forces:R:3:mulliken_charge:R:1
C -0.15194 1.20559 -0.98607 0.45 -0.74 -0.40 -1.337
C -0.35413 0.39892 0.29230 -0.92 -2.27 -0.47 -0.234
C 0.77028 -0.42674 0.80145 1.91 1.69 0.23 -0.611
C -0.14220 -2.62817 0.16985 0.15 -1.12 1.15 -1.047
C 0.82904 -1.78385 0.72639 -0.72 -1.02 -0.44 0.169
N -1.01399 2.42768 -0.77524 4.43 -0.30 -0.20 -0.929
H -0.29415 0.58639 -1.84704 -1.46 -0.60 -0.89 0.447
H 0.94609 1.36330 -1.18667 -0.71 0.56 0.90 0.229
H -0.97709 0.99690 0.94155 0.78 0.49 0.85 0.445
H -1.06457 -0.42782 0.11933 -0.41 0.53 -0.62 0.106
H 1.73714 0.04510 1.08589 -1.06 0.09 0.01 0.152
H 0.08615 2.61698 -0.06812 -1.63 1.26 0.08 -0.035
H -0.07205 -3.69791 0.44079 0.07 0.52 -0.53 0.246
H -1.11417 -2.33166 -0.20615 0.28 0.24 -0.09 0.348
H 1.72445 -2.26818 1.12318 -0.18 0.07 -0.10 0.301
H 1.38567 2.33954 0.60710 -0.54 0.74 -0.17 0.551
H -0.76091 3.00307 -1.61006 -0.45 -0.11 0.68 0.201
```
Forces are in eV/Å.

No. 3
Below is a structure of composition C34H39N3O11Y, with properties calculated with ωB97M-V with the def2-TZVPD basis set.

spin multiplicity	1
net charge	-1
total energy	-2349.5461	hartree

Structure (XYZ):
```
88
Properties=species:S:1:pos:R:3:forces:R:3:mulliken_charge:R:1
Y 0.05077 0.23125 -1.15074 -0.45 0.46 0.30 0.094
C 1.54770 -1.02304 0.32933 0.64 -0.97 1.35 -1.686
C 0.49759 -1.81025 0.98540 0.47 0.37 -0.71 1.199
C 0.17204 -1.12277 2.17464 -0.14 0.37 -0.16 0.587
C 1.06767 -0.03465 2.30518 0.81 -0.40 -0.23 -1.554
C 1.95792 -0.00107 1.23902 -0.29 -0.34 0.13 0.585
C 3.23975 0.79577 1.18800 0.12 0.06 -0.10 2.468
C 2.98332 2.30374 1.08296 0.08 -0.24 0.05 -1.624
C 4.01448 0.50600 2.48514 -0.09 0.06 -0.26 -1.870
C 4.10644 0.36186 0.00112 -0.16 0.03 0.09 -2.122
C -0.83894 -1.32075 3.29697 -0.17 -0.15 0.14 2.598
C -1.54207 0.00846 3.62480 0.17 -0.14 0.00 -1.742
C -0.08071 -1.79115 4.54756 -0.17 0.06 -0.13 -1.837
C -1.97290 -2.29583 2.99487 0.16 0.09 0.09 -2.253
C 0.37548 -3.29653 0.62522 -0.10 -0.22 -0.04 2.375
C 0.95877 -4.09027 1.81411 -0.06 0.14 -0.17 -1.710
C -1.02153 -3.82691 0.28071 0.11 0.05 -0.05 -1.631
C 1.24452 -3.65697 -0.59465 -0.13 0.07 0.16 -2.358
H 2.26901 -1.48597 -0.33647 -0.22 0.14 -0.17 0.845
H 1.10142 0.63777 3.14390 -0.09 0.24 0.13 0.687
H 2.27879 2.62565 1.84422 -0.06 0.10 0.12 0.165
H 2.55320 2.52907 0.11068 -0.02 0.15 -0.07 0.102
H 3.92185 2.85018 1.20033 0.04 0.11 -0.03 0.640
H 3.52046 0.96484 3.33651 -0.08 0.03 0.18 0.323
H 5.02465 0.90499 2.41172 0.19 0.10 0.05 0.451
H 4.06865 -0.56706 2.65674 0.04 -0.09 0.03 0.364
H 3.57562 0.51715 -0.93660 0.06 -0.01 -0.07 0.277
H 4.36975 -0.69162 0.08138 0.05 -0.10 0.00 0.302
H 5.03165 0.93916 -0.02064 0.08 0.09 0.00 0.460
H -0.84678 0.78470 3.92311 0.12 0.16 0.04 0.316
H -2.25108 -0.14672 4.43931 -0.08 0.03 0.07 0.619
H -2.09223 0.35670 2.75345 -0.13 0.05 -0.10 0.105
H 0.68832 -1.07009 4.80996 0.11 0.07 0.08 0.289
H 0.40328 -2.74465 4.35692 0.08 -0.12 0.03 0.285
H -0.76182 -1.90516 5.39030 -0.09 -0.03 0.16 0.478
H -2.48141 -1.99046 2.08216 -0.08 -0.10 -0.08 0.289
H -2.69739 -2.28412 3.80993 -0.06 0.03 0.11 0.588
H -1.61406 -3.31319 2.89635 -0.03 -0.12 -0.08 0.312
H 0.26745 -4.13072 2.64993 -0.09 -0.02 0.12 0.218
H 1.87455 -3.61375 2.15941 0.14 0.02 0.04 0.259
H 1.19122 -5.11092 1.51034 -0.04 -0.16 -0.02 0.494
H -1.78583 -3.49937 0.96381 -0.13 0.00 0.04 -0.113
H -1.00353 -4.91630 0.28421 0.00 -0.18 -0.02 0.626
H -1.31438 -3.49467 -0.70703 -0.09 -0.04 -0.09 0.150
H 2.30765 -3.60608 -0.36575 0.11 0.08 -0.03 0.367
H 1.02572 -3.01316 -1.44414 0.05 0.04 -0.11 0.345
H 1.01974 -4.68110 -0.88942 -0.02 -0.11 -0.03 0.526
O -3.90008 -0.12066 -3.40593 -0.26 0.00 0.35 -0.525
C -2.89334 0.44666 -2.74305 0.77 0.05 -1.32 0.033
O -1.80537 0.65973 -3.24917 -0.78 0.37 0.47 -0.456
C -3.25388 0.92067 -1.38758 -0.47 0.19 0.70 0.418
C -4.57232 1.17411 -1.00374 0.38 -0.05 -0.10 -0.674
C -4.79476 1.77962 0.22238 0.19 0.01 -0.06 -1.108
C -3.70922 2.18997 0.97592 0.36 -0.20 -0.12 -1.197
C -2.42713 1.88985 0.51101 -0.74 -0.45 -0.28 0.487
N -2.21553 1.19976 -0.60635 -0.43 0.16 0.19 1.534
C -1.17214 2.33498 1.16391 0.95 0.11 0.10 0.457
O -1.25796 3.38521 1.99808 0.05 -0.28 0.09 -0.650
O -0.10774 1.79339 0.94984 -1.30 0.69 -0.01 -0.177
H -3.60107 -0.48320 -4.25585 0.22 0.15 0.11 0.463
H -5.38331 0.90125 -1.65808 -0.05 -0.06 -0.06 0.614
H -5.79779 1.95495 0.58289 -0.07 0.02 -0.05 0.454
H -3.85650 2.70240 1.91459 0.05 0.02 0.09 0.525
H -2.03762 3.90797 1.76447 0.09 -0.02 -0.06 0.481
O -2.34831 -3.25365 -5.77522 0.40 0.28 0.65 -0.658
C -1.76852 -2.80713 -4.79849 -0.56 -0.42 -0.94 0.405
C -2.29906 -2.80075 -3.39183 -0.38 -0.50 0.60 -0.347
O -3.27804 -3.41446 -2.97971 0.36 0.41 -0.26 -0.723
C -1.42061 -1.89774 -2.65922 0.46 0.11 -0.58 1.071
C -0.27916 -1.55891 -3.44780 -0.62 -0.73 0.27 0.734
O 0.68057 -0.85886 -2.97873 -0.06 0.03 -0.17 -0.887
C -0.44811 -2.08200 -4.80861 0.73 0.11 -0.55 -0.075
O 0.28282 -1.94258 -5.78080 -0.43 -0.05 0.63 -0.707
O -1.63518 -1.34969 -1.51289 0.36 -0.19 0.04 -0.473
C 3.18813 3.57793 -3.14982 0.34 -0.22 -0.06 -0.938
N 1.85920 3.75279 -2.61385 -0.23 -0.35 -0.03 0.357
C 1.22014 4.94867 -2.56908 -0.30 0.32 0.17 -0.274
C 0.01806 5.07745 -1.98030 0.02 0.10 -0.08 -1.030
C -0.61994 3.91420 -1.38019 0.28 0.09 -0.13 0.588
O -1.65814 4.00061 -0.71253 -0.10 0.30 -0.15 -0.742
N 0.00928 2.72164 -1.56859 -0.15 -0.16 -0.08 0.512
C 1.21970 2.63256 -2.10306 0.40 0.74 -0.11 0.235
O 1.82939 1.54449 -2.11864 -0.09 -0.41 0.03 -0.695
H 3.46416 4.43465 -3.76183 -0.09 0.03 0.02 0.373
H 3.19930 2.66673 -3.74778 0.12 0.12 -0.01 0.284
H 3.90776 3.46050 -2.33588 0.03 -0.01 -0.09 0.258
H 1.74164 5.78718 -3.01547 0.01 -0.07 0.01 0.316
H -0.48409 6.02772 -1.92729 -0.02 0.11 -0.01 0.448
```
Forces are in eV/Å.

Here are the calculated F_max numbers, same order: 7.66 4.44 1.79 (eV/Å).